Record 1
{
  "formula": "C12H21N2O6P",
  "method": "ωB97M-V with the def2-TZVPD basis set",
  "lumo_energy_ev": -1.64,
  "de_lowest_kcal_mol": 76.21,
  "energy_ha": -1371.99094,
  "spin_multiplicity": 1,
  "homo_lumo_gap_ev": 8.0417,
  "homo_energy_ev": -9.7,
  "smiles": "CCOP(=O)(OCC)OCC.O=C(O)Nc1ccncc1",
  "elements": ["O", "C", "O", "N", "C", "C", "C", "N", "C", "C", "H", "H", "H", "H", "H", "H", "O", "P", "O", "C", "C", "O", "C", "C", "O", "C", "C", "H", "H", "H", "H", "H", "H", "H", "H", "H", "H", "H", "H", "H", "H", "H"],
  "coordinates": [[-1.9880, -1.6106, -1.6272], [-2.3510, -2.6958, -1.1069], [-2.7341, -2.6306, 0.2828], [-2.4114, -3.9715, -1.8920], [-1.3678, -4.8733, -1.3584], [-1.5089, -5.8344, -0.1584], [-0.3262, -6.6895, 0.2621], [0.9977, -6.7867, -0.2475], [1.0667, -5.9071, -1.3642], [0.0397, -4.9717, -1.9781], [-2.0759, -3.1320, 0.8282], [-3.3652, -4.3291, -1.6957], [-2.5001, -5.9005, 0.4055], [-0.5232, -7.3923, 1.1585], [2.0935, -5.9232, -1.8945], [0.3103, -4.3274, -2.8809], [-1.1201, 3.7916, -0.3587], [0.2995, 3.2096, -0.3801], [0.1298, 2.3307, 1.0216], [-0.9674, 1.4328, 1.1522], [-0.7637, 0.1837, 0.3188], [1.0218, 4.5822, 0.2235], [0.5828, 5.8540, -0.2495], [-0.3009, 6.5205, 0.7914], [1.8733, 2.5672, -0.5549], [2.7775, 2.4936, 0.5473], [2.9720, 1.0447, 0.9576], [-1.9085, 1.9232, 0.8901], [-1.0359, 1.1609, 2.2092], [-0.5207, 0.4306, -0.7177], [-1.6606, -0.4356, 0.3346], [0.0656, -0.4105, 0.7126], [0.0612, 5.7573, -1.2056], [1.4676, 6.4710, -0.4263], [-1.0726, 5.8434, 1.1658], [-0.7873, 7.4088, 0.3825], [0.2944, 6.8183, 1.6586], [2.4566, 3.0882, 1.3996], [3.7337, 2.8988, 0.2007], [2.0640, 0.6387, 1.4054], [3.7741, 0.9542, 1.6949], [3.2075, 0.4177, 0.0934]],
  "nbo_charge": [-0.50, 0.88, -0.73, -0.67, 0.17, -0.33, 0.03, -0.40, 0.03, -0.28, 0.50, 0.40, 0.24, 0.21, 0.21, 0.25, -0.88, 2.36, -0.82, -0.07, -0.63, -0.81, -0.06, -0.63, -0.81, -0.04, -0.63, 0.19, 0.18, 0.20, 0.24, 0.20, 0.18, 0.18, 0.22, 0.21, 0.20, 0.20, 0.18, 0.21, 0.21, 0.21]
}

---

Record 2
{
  "formula": "C6H10BrN4",
  "method": "ωB97M-V with the def2-TZVPD basis set",
  "lumo_energy_ev": [-5.12, -5.15],
  "de_lowest_kcal_mol": 84.80,
  "charge": 1,
  "energy_ha": -3027.25260,
  "spin_multiplicity": 1,
  "homo_lumo_gap_ev": [6.8263, 7.5564],
  "homo_energy_ev": [-11.9, -12.7],
  "elements": ["C", "C", "C", "C", "C", "C", "N", "N", "N", "N", "Br", "H", "H", "H", "H", "H", "H", "H", "H", "H", "H"],
  "coordinates": [[0.9434, 1.9979, -0.7975], [1.3083, -0.7532, 0.7970], [-0.8042, 1.4964, 0.7965], [1.8940, 0.9031, -0.6930], [-1.0606, -0.8339, 0.0464], [-2.0269, -1.7975, -0.5803], [-0.1860, 2.1931, -0.2724], [-1.4579, 0.4139, 0.1819], [2.0577, -0.0576, 0.1256], [0.1227, -1.3518, 0.3157], [4.4227, -0.3241, 0.2727], [1.2488, 2.7371, -1.6222], [1.6447, -1.2072, 1.7396], [-0.0042, 1.3861, 1.6439], [-1.5924, 2.2287, 1.2156], [2.6215, 0.8565, -1.4327], [-3.1249, -1.3054, -0.6790], [-2.0896, -2.5876, 0.0599], [-1.6330, -2.0611, -1.4704], [-2.4940, 0.4078, 0.1217], [0.2099, -2.3413, 0.2310]],
  "nbo_charge": [0.07, 0.22, -0.12, 0.00, 0.59, -0.64, -0.39, -0.52, -0.27, -0.56, -0.17, 0.22, 0.23, 0.22, 0.25, 0.23, 0.24, 0.25, 0.25, 0.44, 0.44]
}

---

Record 3
{
  "formula": "C7H10N2O2",
  "method": "ωB97M-V with the def2-TZVPD basis set",
  "lumo_energy_ev": 0.46,
  "de_lowest_kcal_mol": 50.04,
  "energy_ha": -532.67728,
  "spin_multiplicity": 1,
  "homo_lumo_gap_ev": 8.9888,
  "homo_energy_ev": -8.5,
  "smiles": "CCOc1ccnn(C)c1=O",
  "elements": ["C", "C", "C", "C", "C", "C", "C", "H", "H", "H", "H", "H", "H", "H", "H", "H", "H", "N", "N", "O", "O"],
  "coordinates": [[3.8834, -0.1390, 0.0026], [2.3934, -0.4087, 0.1652], [0.3234, 0.7104, -0.0684], [-0.4170, 1.8722, -0.0233], [-1.8614, 1.8048, -0.0218], [-2.4537, -1.7357, 0.0546], [-0.3681, -0.5586, -0.1185], [4.5075, -1.0824, 0.1124], [4.2551, 0.5906, 0.7594], [4.1790, 0.2067, -1.0010], [2.2092, -0.8512, 1.1654], [2.0374, -1.1765, -0.5697], [0.1423, 2.7705, 0.0630], [-2.4859, 2.6645, 0.0284], [-1.8995, -2.4687, -0.5165], [-2.4138, -2.1046, 1.1317], [-3.4967, -1.5739, -0.1948], [-2.4871, 0.6828, 0.0901], [-1.7546, -0.4692, -0.0225], [1.6226, 0.7558, -0.0396], [0.0846, -1.7235, -0.1346]],
  "nbo_charge": [-0.63, -0.09, 0.28, -0.29, 0.01, -0.42, 0.54, 0.22, 0.21, 0.21, 0.18, 0.22, 0.23, 0.21, 0.25, 0.20, 0.22, -0.22, -0.21, -0.47, -0.66]
}

---

Record 4
{
  "formula": "C4H9NO",
  "method": "ωB97M-V with the def2-TZVPD basis set",
  "lumo_energy_ev": 0.98,
  "de_lowest_kcal_mol": 24.14,
  "energy_ha": -287.79398,
  "spin_multiplicity": 1,
  "homo_lumo_gap_ev": 10.8198,
  "homo_energy_ev": -9.8,
  "smiles": "CCCNC=O",
  "elements": ["C", "N", "C", "C", "C", "O", "H", "H", "H", "H", "H", "H", "H", "H", "H"],
  "coordinates": [[0.2981, 1.7356, 0.5485], [1.2430, 0.7834, 0.2228], [0.6562, -0.3548, -0.5619], [-0.1247, -1.3567, 0.3786], [-1.2397, -2.0333, -0.3885], [-0.7278, 1.8872, -0.0717], [0.6109, 2.3443, 1.4034], [1.7516, 0.3139, 0.9561], [-0.0174, 0.0139, -1.3189], [1.4182, -0.9513, -1.0621], [0.6369, -2.0431, 0.7490], [-0.4888, -0.7247, 1.2018], [-1.1342, -1.9060, -1.4645], [-2.2246, -1.6852, -0.0667], [-1.1653, -3.1137, -0.2638]],
  "nbo_charge": [0.53, -0.62, -0.23, -0.41, -0.62, -0.59, 0.11, 0.38, 0.22, 0.19, 0.19, 0.20, 0.21, 0.22, 0.21]
}

---

Record 5
{
  "formula": "C3H3BrF2",
  "method": "ωB97M-V with the def2-TZVPD basis set",
  "lumo_energy_ev": 0.81,
  "de_lowest_kcal_mol": 47.55,
  "energy_ha": -2889.75687,
  "spin_multiplicity": 1,
  "homo_lumo_gap_ev": 10.9239,
  "homo_energy_ev": -10.1,
  "elements": ["C", "C", "C", "F", "F", "Br", "H", "H", "H"],
  "coordinates": [[0.5555, -0.7007, 0.0383], [0.2486, 0.5165, 0.3568], [-1.3121, 1.3406, -0.3896], [0.7574, 1.3746, 1.1867], [-0.8618, 1.6417, -1.6513], [-2.7063, 0.0394, -0.3852], [1.3554, -1.2765, 0.5356], [0.0156, -1.2566, -0.8571], [-1.5293, 2.0754, 0.3494]],
  "nbo_charge": [-0.56, 0.41, 0.08, -0.31, -0.33, 0.03, 0.23, 0.25, 0.19]
}

---

Record 6
{
  "formula": "C12H26O5Si2",
  "method": "ωB97M-V with the def2-TZVPD basis set",
  "lumo_energy_ev": 0.62,
  "de_lowest_kcal_mol": 0.00,
  "energy_ha": -1428.20651,
  "spin_multiplicity": 1,
  "homo_lumo_gap_ev": 10.2846,
  "homo_energy_ev": -9.7,
  "smiles": "C[Si](C)(CCCC(=O)O)O[Si](C)(C)CCCC(=O)O",
  "elements": ["O", "O", "O", "O", "O", "C", "C", "C", "C", "C", "C", "C", "C", "C", "C", "C", "C", "Si", "Si", "H", "H", "H", "H", "H", "H", "H", "H", "H", "H", "H", "H", "H", "H", "H", "H", "H", "H", "H", "H", "H", "H", "H", "H", "H", "H"],
  "coordinates": [[-3.9328, -1.2576, 1.7378], [2.4220, 3.8503, -1.3555], [-5.1883, 0.5958, 1.3322], [2.5755, 3.3766, 0.8259], [0.4714, -0.4643, 0.0250], [-4.0276, -0.0794, 1.4964], [1.9722, 3.3278, -0.3580], [-2.7364, 0.7418, 1.3373], [0.6802, 2.5985, -0.3689], [-1.6222, 0.3882, 2.3358], [0.3670, 1.9874, -1.7381], [0.5291, -3.1923, 0.7204], [-1.9148, -2.0632, -0.7011], [2.0272, -1.7896, -2.0894], [3.4115, 0.1832, -0.1674], [-1.2344, -1.1498, 2.2598], [1.4089, 1.0485, -2.3018], [-0.5506, -1.6642, 0.5458], [1.8130, -0.2633, -1.0313], [-5.9348, -0.0322, 1.5156], [3.4112, 3.8745, 0.7047], [-2.3758, 0.6293, 0.3048], [-3.0563, 1.7541, 1.5066], [-0.1538, 3.2655, -0.1005], [0.7270, 1.8054, 0.3714], [-1.9319, 0.6657, 3.3407], [-0.7224, 0.9977, 2.1544], [-0.5649, 1.4096, -1.6598], [0.2264, 2.8081, -2.4708], [1.6099, -2.9813, 0.7044], [0.2938, -3.8202, -0.1371], [0.2449, -3.7677, 1.6038], [-2.9489, -2.1044, -0.3533], [-1.7130, -2.9834, -1.2895], [-1.8559, -1.2571, -1.3995], [2.6088, -2.4834, -1.4968], [1.0682, -2.2668, -2.3580], [2.5770, -1.5521, -3.0100], [4.1176, 0.2717, -0.9912], [3.6763, -0.6291, 0.5077], [3.3330, 1.1291, 0.3690], [-2.0892, -1.7853, 2.5101], [-0.4654, -1.3733, 2.9752], [1.1280, 0.6740, -3.2764], [2.3196, 1.5771, -2.5303]],
  "nbo_charge": [-0.61, -0.61, -0.68, -0.68, -1.28, 0.81, 0.79, -0.52, -0.54, -0.38, -0.38, -1.15, -1.16, -1.15, -1.15, -0.89, -0.92, 1.92, 1.93, 0.50, 0.50, 0.23, 0.23, 0.25, 0.24, 0.20, 0.21, 0.21, 0.22, 0.23, 0.23, 0.24, 0.26, 0.24, 0.23, 0.23, 0.24, 0.24, 0.24, 0.24, 0.25, 0.26, 0.22, 0.24, 0.24]
}